No. 1
Molecular formula: C23H32MoN
Method: DFT, the ωB97M-V functional and the def2-TZVPD basis

Output
- relative energy (zero: lowest compared OMol25 entry of this formula, charge and spin) (kcal per mole) = 31.17
- HOMO level (spin up / spin down) (eV) = -10.1 / -9.9
- gap between HOMO and LUMO (spin up / spin down) (eV) = 6.65 / 5.11

Structure (ORCA input):
```
! RIJCOSX wB97M-V def2-TZVPD def2/J DEFGRID3
* xyz 1 3
Mo 0.193 0.265 0.445
N 0.179 0.743 2.400
C 0.192 2.568 0.308
C -2.415 -0.503 -0.357
C -2.171 2.287 -0.681
C 0.043 1.161 -1.543
C -0.159 3.621 1.305
C -3.297 -2.358 -2.246
C 0.354 1.173 3.485
C 1.286 -1.961 1.257
C 1.364 -3.041 0.379
C 1.426 1.230 -1.140
C 0.400 1.614 4.844
C 2.760 2.531 0.700
C -0.715 1.996 -0.640
C 2.135 -0.788 1.055
C -2.143 -2.649 -1.528
C 0.441 -4.227 0.656
C 1.509 2.075 0.019
C -0.512 0.444 -2.726
C -1.848 -1.882 -0.442
C 2.605 0.709 -1.897
C -3.766 -0.484 -0.714
C 1.429 -2.679 -1.132
C -4.151 -1.378 -1.814
H -2.376 3.268 -1.123
H -0.607 1.922 5.170
H 0.918 -3.368 -1.839
H -3.457 -2.965 -3.121
H 2.533 -0.287 1.945
H 0.816 -2.020 2.249
H 0.540 3.643 2.149
H 2.625 2.624 1.785
H -1.173 3.477 1.698
H 2.500 -2.772 -1.306
H -0.134 4.617 0.838
H 3.592 1.842 0.523
H 0.766 0.797 5.485
H 1.087 2.472 4.927
H -4.483 0.124 -0.204
H 3.117 1.521 -2.434
H 2.886 -0.934 0.271
H 3.342 0.255 -1.229
H -0.077 -4.723 -0.198
H -2.601 2.264 0.326
H -2.697 1.536 -1.268
H -5.118 -1.270 -2.299
H 1.152 -1.663 -1.535
H 1.185 -4.934 1.042
H -0.591 1.120 -3.586
H 2.308 -0.036 -2.640
H -0.351 -4.136 1.429
H -1.519 -3.491 -1.780
H -1.504 0.057 -2.494
H 3.067 3.521 0.329
H 0.116 -0.403 -3.018
H -1.003 -2.525 -0.084
*
```

***

No. 2
Molecular formula: C6H12N2
Method: DFT, the ωB97M-V functional and the def2-TZVPD basis

Output
- relative energy (zero: lowest compared OMol25 entry of this formula, charge and spin) (kcal per mole) = 45.33
- HOMO level (spin up / spin down) (eV) = 1.2 / -4.6
- gap between HOMO and LUMO (spin up / spin down) (eV) = 2.57 / 8.20

Structure (ORCA input):
```
! RIJCOSX wB97M-V def2-TZVPD def2/J DEFGRID3
* xyz -1 2
N -1.505 -0.684 0.803
N -1.489 1.173 2.071
C -1.009 0.353 -1.518
C 2.276 -0.132 -0.512
C -1.116 1.583 0.735
C -1.711 -0.171 2.012
C -1.138 0.376 -0.060
C 1.767 -1.646 -0.472
H 3.272 0.102 -0.886
H -0.275 -0.506 -1.817
H 0.751 -1.766 -0.345
H 1.931 -2.134 -1.358
H -1.077 2.697 0.526
H 1.647 0.382 -1.335
H 2.348 0.164 0.537
H 2.346 -2.312 0.145
H -1.821 1.955 2.705
H -2.110 0.179 -1.970
H -2.225 -0.843 2.735
H -0.862 1.231 -1.996
*
```

***

No. 3
Molecular formula: C4H13N2S
Method: DFT, the ωB97M-V functional and the def2-TZVPD basis

Output
- relative energy (zero: lowest compared OMol25 entry of this formula, charge and spin) (kcal per mole) = 26.39
- HOMO level (eV) = -13.2
- gap between HOMO and LUMO (eV) = 9.22

Structure (ORCA input):
```
! RIJCOSX wB97M-V def2-TZVPD def2/J DEFGRID3
* xyz 1 1
S 2.333 -1.758 -0.036
N 1.188 0.699 -0.182
N -1.648 -1.273 0.465
C 1.195 -0.572 -0.433
C 0.071 1.519 -0.590
C -2.936 -1.252 -0.233
C 2.259 1.378 0.513
H -3.143 -0.235 -0.564
H 3.223 -1.003 0.625
H -1.470 -2.225 0.777
H 0.327 -0.985 -0.933
H 3.232 1.060 0.135
H -2.871 -1.899 -1.106
H -1.724 -0.707 1.308
H -3.771 -1.589 0.387
H 2.209 1.183 1.586
H -0.739 0.898 -0.965
H 0.387 2.215 -1.368
H -0.289 2.095 0.261
H 2.167 2.450 0.353
*
```

***

No. 4
Molecular formula: C3H4BrNS
Method: DFT, the ωB97M-V functional and the def2-TZVPD basis

Output
- relative energy (zero: lowest compared OMol25 entry of this formula, charge and spin) (kcal per mole) = 19.29
- structure (SMILES) = BrC1=NSCC1
- HOMO level (eV) = -8.6
- gap between HOMO and LUMO (eV) = 9.32

Structure (ORCA input):
```
! RIJCOSX wB97M-V def2-TZVPD def2/J DEFGRID3
* xyz 0 1
Br -2.857 -0.840 0.011
S 0.377 1.991 0.073
N -1.187 1.379 -0.020
C -1.285 0.138 0.128
C 1.162 0.299 0.114
C 0.095 -0.736 -0.033
H 0.142 -1.200 -1.110
H 1.643 0.339 1.005
H 0.038 -1.511 0.628
H 1.871 0.141 -0.796
*
```